No. 1
Formula: C38H49BrCl4N7O2P2SSeTi
Source: the OMol25 dataset
Level of theory: ωB97M-V/def2-TZVPD

Its HOMO energy (alpha / beta) is -6.9673 / -7.3143 eV. Its expectation value of S² is 0.75. The HOMO-LUMO gap (alpha / beta) comes out at 6.5 / 6.9 eV. Its LUMO energy (alpha / beta) is -0.4312 / -0.4509 eV. The molar mass comes out at 1078.4 g mol⁻¹. Its spin multiplicity is 2. The energy relative to the best compared isomer or geometry (same formula, charge and spin) is 1.3684 eV.

Each line ends with the Löwdin charge.
Cartesian coordinates (Å):
Br  -5.409  3.834  1.028  0.7929
Se  -0.092  -0.238  2.305  0.8058
Ti  0.289  0.731  -0.044  0.5999
Cl  3.786  6.297  0.500  0.6735
Cl  3.028  3.872  2.370  0.7154
Cl  1.296  3.818  -3.630  0.7025
Cl  2.927  6.261  -2.495  0.6688
S  -0.749  3.561  2.688  0.7177
P  1.650  -1.435  -0.460  0.8940
P  2.235  -0.411  -3.578  0.9180
O  0.864  1.677  -1.536  -0.2592
O  1.523  1.720  0.872  -0.2712
N  -4.042  -0.224  -3.463  -0.0847
N  -2.218  4.087  4.825  -0.0749
N  -1.468  1.532  0.069  -0.0897
N  -1.871  0.070  -2.378  -0.0796
N  -2.323  1.929  4.050  0.0798
N  -2.164  -1.593  -4.142  -0.0846
N  -2.210  0.770  -4.691  -0.0809
C  -2.539  0.906  0.600  -0.1888
C  -3.610  -1.542  -3.931  -0.1744
C  -1.797  5.471  4.813  -0.1231
C  2.907  4.958  -0.126  -0.7057
C  -1.096  -2.603  3.722  -0.2990
C  3.049  -1.059  0.676  -0.2485
C  3.993  -4.402  -2.040  -0.0774
C  1.163  -2.933  5.292  -0.0212
C  3.235  -3.592  -1.215  -0.1186
C  2.377  -1.058  4.208  -0.0732
C  -1.623  2.831  -0.256  -0.1378
C  -3.339  0.082  -2.223  -0.1853
C  2.653  -2.414  -1.689  -0.3583
C  3.630  -2.879  -3.853  -0.0932
C  -2.372  -2.488  2.929  -0.0720
C  0.096  -4.825  6.573  -0.0545
C  4.157  -4.063  -3.371  -0.0798
C  1.498  2.779  -1.167  -0.4076
C  -3.717  1.544  0.901  -0.0950
C  -1.798  3.174  3.925  -0.8758
C  0.015  -1.770  3.528  -0.4471
C  -2.789  3.532  -0.047  -0.1042
C  -1.542  1.060  -3.426  -0.1799
C  -3.839  2.890  0.587  -0.6754
C  -1.042  -3.587  4.703  -0.0273
C  3.707  0.600  -3.097  -0.2532
C  2.581  3.888  0.713  -0.6160
C  1.880  2.807  0.199  -0.3645
C  2.594  -0.482  -5.392  -0.3020
C  -3.654  0.771  -4.466  -0.1706
C  2.889  -2.031  -3.030  -0.3870
C  -1.499  -1.265  -2.884  -0.1811
C  0.788  -2.837  0.395  -0.2655
C  0.077  -3.766  5.503  -0.2769
C  -1.812  -0.568  -5.129  -0.1660
C  1.154  -1.927  4.328  -0.2940
C  1.817  3.854  -1.983  -0.6146
C  2.527  4.940  -1.465  -0.7071
H  -3.961  1.762  -4.124  0.1267
H  -1.916  -4.212  4.859  0.1211
H  -2.278  -1.721  2.166  -0.0008
H  -3.647  1.076  -1.888  0.1182
H  3.113  -3.881  -0.179  0.0983
H  0.965  -3.776  -0.128  0.0388
H  -2.735  3.761  5.624  0.1285
H  3.685  1.529  -3.668  0.0358
H  3.106  -1.507  3.531  0.0730
H  -0.283  -2.641  0.408  0.0158
H  3.652  -0.631  -5.615  0.0351
H  -0.776  3.329  -0.710  0.1234
H  4.628  0.059  -3.313  0.0478
H  -2.309  -0.799  -6.074  0.1255
H  -0.762  5.581  5.145  0.0824
H  -3.886  -2.300  -3.194  0.1250
H  3.793  -2.616  -4.890  0.0869
H  3.744  -0.391  0.166  0.0511
H  2.853  -0.946  5.182  0.0795
H  -2.747  1.664  4.927  0.0982
H  -3.627  -0.654  -1.467  0.1251
H  1.127  -2.913  1.428  0.0374
H  -0.421  -1.295  -3.044  0.0763
H  3.661  0.847  -2.036  0.0249
H  -4.169  0.549  -5.403  0.1249
H  -1.778  -2.010  -2.131  0.1259
H  3.563  -1.982  0.945  0.0478
H  -3.199  -2.217  3.588  0.0843
H  2.115  -0.070  3.832  0.0417
H  1.078  -4.892  7.040  0.0715
H  -1.850  2.049  -3.074  0.1232
H  4.446  -5.300  -1.642  0.1061
H  -0.636  -4.593  7.349  0.0798
H  -4.117  -1.768  -4.872  0.1246
H  2.277  0.472  -5.817  0.0353
H  -4.526  1.004  1.370  0.1178
H  2.672  -0.552  1.560  -0.0109
H  4.718  -4.710  -4.033  0.1056
H  -2.437  -0.151  0.787  0.0675
H  -0.464  1.060  -3.578  0.0808
H  -0.731  -0.578  -5.282  0.1148
H  -1.810  1.192  3.567  -0.0062
H  2.043  -3.041  5.917  0.1148
H  -2.615  -3.437  2.446  0.0835
H  -2.856  4.569  -0.338  0.1181
H  -2.452  6.041  5.469  0.0811
H  -0.161  -5.799  6.156  0.0780
H  2.010  -1.277  -5.857  0.0368
H  -1.868  5.861  3.800  0.0570

***

No. 2
Formula: C38H50ClSi4
Source: the OMol25 dataset
Level of theory: ωB97M-V/def2-TZVPD

Its HOMO energy is -10.8564 eV. The charge is +1. The HOMO-LUMO gap comes out at 5.4 eV. Its LUMO energy is -5.4728 eV. The molar mass comes out at 654.6 g mol⁻¹. The energy relative to the best compared isomer or geometry (same formula, charge and spin) is 0.4123 eV.

Each line ends with the Löwdin charge.
Cartesian coordinates (Å):
Cl  3.871  -7.012  -3.819  0.7691
Si  -0.672  2.294  -1.856  0.4922
Si  -3.765  -1.266  0.808  0.5354
Si  -0.662  -0.443  -0.115  0.5879
Si  1.013  -0.299  2.750  0.4852
C  0.465  3.556  0.464  -0.0934
C  -3.871  0.307  1.837  -0.1857
C  0.746  2.938  -0.769  -0.2440
C  0.851  3.202  5.009  -0.0893
C  -0.078  1.469  -3.416  -0.1755
C  2.854  1.503  4.048  -0.1022
C  2.640  -2.933  -2.291  -0.1685
C  2.197  3.511  5.239  -0.0875
C  2.328  -3.337  -3.616  0.0140
C  -1.694  3.792  -2.305  -0.1689
C  3.197  2.657  4.764  -0.0885
C  -4.309  -2.660  1.924  -0.1748
C  3.118  3.023  -0.247  -0.0880
C  2.824  3.578  1.008  -0.0747
C  3.022  -3.961  -1.386  0.0171
C  4.448  -0.045  -1.253  0.0421
C  -2.091  -1.698  0.029  -0.3409
C  3.755  -1.188  -0.931  -0.0545
C  3.390  -5.222  -1.847  -0.0610
C  -0.381  0.230  1.638  -0.3211
C  0.510  2.046  4.294  -0.1050
C  -6.344  -1.837  -2.460  -0.0872
C  -7.291  -0.043  -1.132  -0.0796
C  1.508  3.866  1.341  -0.0737
C  2.713  -4.586  -4.089  -0.0655
C  2.831  -1.543  -1.955  -0.0847
C  -1.612  0.993  -0.919  -0.3440
C  2.464  -0.743  1.705  -0.2034
C  4.160  0.396  -2.653  -0.1216
C  -5.159  -1.050  -0.476  -0.2518
C  0.566  -1.695  3.895  -0.1617
C  3.288  -5.524  -3.220  -0.6458
C  -5.250  -1.910  -1.584  -0.1067
C  -7.366  -0.903  -2.237  -0.0860
C  1.511  1.199  3.796  -0.2545
C  2.937  -0.494  -3.049  -0.0908
C  -6.190  -0.115  -0.263  -0.0961
C  2.080  2.767  -1.152  -0.1063
H  2.195  -1.643  1.140  0.0185
H  2.692  0.061  1.002  0.0317
H  1.487  -2.148  4.289  0.0400
H  3.129  -0.916  -4.044  0.1270
H  1.268  4.322  2.305  0.1068
H  -4.413  -3.590  1.353  0.0379
H  -2.281  -2.019  -1.012  0.0256
H  -0.003  -2.470  3.365  0.0293
H  3.095  -3.752  -0.313  0.1254
H  -2.676  3.499  -2.694  0.0380
H  3.636  3.795  1.707  0.1087
H  2.463  4.416  5.786  0.1059
H  5.180  0.452  -0.615  0.1337
H  -1.162  4.356  -3.084  0.0410
H  -1.844  4.456  -1.444  0.0331
H  0.882  1.878  -3.752  0.0276
H  0.008  0.379  -3.304  0.0183
H  3.958  1.470  -2.730  0.1005
H  3.931  -1.772  -0.030  0.1047
H  2.590  -4.838  -5.141  0.1204
H  -4.867  0.300  2.313  0.0409
H  -2.336  0.548  -1.621  0.0516
H  -4.465  -2.649  -1.762  0.0925
H  -6.156  0.567  0.590  0.0878
H  4.248  2.889  4.945  0.1046
H  -5.287  -2.410  2.360  0.0441
H  -0.824  1.670  -4.201  0.0495
H  -0.033  -1.334  4.742  0.0426
H  -6.397  -2.512  -3.318  0.1024
H  -3.591  -2.824  2.738  0.0326
H  0.063  3.859  5.382  0.1067
H  2.010  0.089  -3.101  0.0848
H  -3.808  1.224  1.236  0.0333
H  3.644  0.847  3.676  0.0914
H  2.296  2.435  -2.170  0.0669
H  3.788  -5.971  -1.166  0.1191
H  -0.352  1.332  1.561  0.0326
H  -8.086  0.686  -0.947  0.1059
H  -2.195  1.464  -0.115  0.0326
H  -1.689  -2.584  0.554  0.0321
H  -0.544  1.809  4.116  0.1032
H  -8.217  -0.845  -2.920  0.1044
H  5.010  0.185  -3.334  0.1468
H  0.746  -0.883  -0.908  0.0407
H  -1.308  -0.009  2.181  0.0137
H  -0.561  3.788  0.745  0.1109
H  1.851  -2.636  -4.293  0.1266
H  3.361  -0.951  2.301  0.0504
H  4.152  2.792  -0.526  0.0946
H  -3.136  0.371  2.648  0.0200

***

Q: energy relative to the best compared isomer or geometry (same formula, charge and spin) of number 2 (C38H50ClSi4)?
A: 0.4123 eV

***

Q: Among the records above, which one has the highest molar mass?
A: C38H49BrCl4N7O2P2SSeTi

***

Q: What is the molar mass in the first record?
A: 1078.4 g mol⁻¹